A 6-piece molecular cluster, C16H42N6O10PS overall at a distorted geometry, computed with the ωB97M-V functional and the def2-TZVPD basis.

```
76
Properties=species:S:1:pos:R:3:forces:R:3:lowdin_charge:R:1
C 0.9058 -3.2506 1.1470 0.1284 -0.1095 0.4684 -0.087
C 0.1547 -1.9580 1.4081 -0.1767 0.0223 -0.6732 -0.234
C 0.4358 -0.8393 0.3925 -0.1965 -0.1703 0.3967 -0.211
C 1.9195 -0.5282 0.2108 0.2030 -0.0768 0.2523 -0.467
C 2.6238 -0.3396 1.5547 0.2121 0.2887 0.0480 -0.082
P 2.1949 0.9607 -0.8001 0.0456 0.7054 -0.0095 0.731
S 3.9383 0.4894 -1.8426 -0.3055 -0.4589 0.0491 0.654
N 0.9488 1.3575 -1.8365 0.5328 -0.8924 0.2723 -0.166
C 0.5274 0.3513 -2.8405 -0.2194 0.1721 -0.7436 -0.269
C 1.3809 0.3499 -4.1197 0.0332 -0.3504 0.6577 -0.091
C 2.4666 2.4481 0.2546 -0.0014 0.4573 -0.5927 -0.445
C 3.9149 2.9212 0.2114 -0.0080 0.0016 0.2997 -0.122
C 1.5494 3.6191 -0.1482 -0.1225 -0.0033 0.3559 -0.256
C 0.2682 3.6208 0.6671 -0.0658 -0.1321 -0.0774 -0.083
H 0.7842 -3.8997 2.0057 -0.0409 -0.2396 0.1449 0.085
H 1.9754 -3.1404 1.0064 0.2379 0.1475 -0.0443 0.064
H 0.5138 -3.7909 0.2969 -0.1324 -0.0159 -0.3609 0.060
H 0.2563 -1.6090 2.4276 0.2577 0.0534 0.2190 0.110
H -0.8948 -2.1927 1.2675 -0.3367 0.0320 0.2682 0.107
H -0.0422 -1.1527 -0.5286 0.1114 0.1245 -0.3506 0.097
H -0.0872 0.0538 0.7359 -0.0881 0.1955 0.0114 0.110
H 2.4154 -1.3531 -0.2933 0.0053 -0.1288 -0.3160 0.103
H 2.7551 -1.2821 2.0644 -0.0446 -0.2912 0.0644 0.086
H 3.6094 0.1033 1.4433 0.2470 -0.0037 -0.0495 0.079
H 2.0640 0.3191 2.2068 -0.2176 0.0797 0.1741 0.088
H 3.9264 1.4775 -2.7478 -0.1475 0.2141 0.1555 -0.125
H 0.1676 1.7025 -1.2850 -0.0141 0.2037 -0.1685 0.095
H -0.4798 0.6198 -3.1259 -0.3113 0.1130 0.1400 0.118
H 0.4686 -0.6558 -2.4406 0.0733 -0.0999 0.2274 0.089
H 2.0800 1.1714 -4.0890 0.0573 0.3157 -0.3046 0.045
H 1.9460 -0.5707 -4.1740 0.2818 -0.1434 -0.0858 0.066
H 0.7660 0.3926 -5.0060 -0.1467 0.2239 -0.1910 0.077
H 2.2426 2.2108 1.2869 -0.1603 -0.3271 0.1528 0.086
H 3.9998 3.7346 0.9219 0.0042 0.1558 0.2067 0.083
H 4.6251 2.1612 0.5103 0.2073 -0.1574 -0.1336 0.063
H 4.1616 3.3314 -0.7587 0.2077 -0.0709 -0.3056 0.079
H 2.0856 4.5157 0.1320 0.1914 0.2936 -0.0579 0.106
H 1.3754 3.6906 -1.2144 0.0280 -0.1461 -0.2184 0.101
H 0.5237 3.9921 1.6464 -0.1252 0.1071 0.4229 0.050
H -0.5008 4.2579 0.2497 -0.1419 0.1358 -0.1065 0.085
H -0.1487 2.6253 0.8194 -0.1391 -0.1950 -0.1351 0.065
C 2.1177 5.1326 5.2529 0.0457 -0.1368 0.1035 0.067
N 2.1839 4.7560 3.8129 -0.0126 0.0773 0.1621 -0.431
O 2.4485 3.6019 3.5304 -0.0311 0.0805 -0.1013 0.058
O 1.9629 5.6358 3.0056 0.0684 -0.1481 -0.0913 0.058
H 2.3340 4.2536 5.8473 0.0109 -0.0350 -0.0486 0.098
H 2.8525 5.9149 5.4179 -0.0590 0.0775 -0.0391 0.105
H 1.1161 5.5054 5.4438 0.0157 0.0887 -0.0451 0.109
C -1.4669 -5.7783 -1.0648 0.1462 -0.0675 0.1611 0.038
N -2.6419 -4.9937 -0.5942 0.0042 0.0339 0.0919 -0.441
O -2.6703 -4.6679 0.5805 -0.0107 0.0058 -0.1732 0.048
O -3.4940 -4.7265 -1.4138 0.0574 0.0941 0.1600 0.057
H -0.7973 -5.9288 -0.2261 -0.0657 0.0476 0.0626 0.087
H -1.8351 -6.7232 -1.4484 -0.0411 0.0476 -0.1463 0.076
H -0.9868 -5.2046 -1.8520 -0.1010 -0.0542 -0.1114 0.102
C 3.2391 8.9897 2.6399 -0.1552 -0.1209 -0.0251 0.040
N 3.3501 9.7286 3.9286 0.0273 0.0311 0.1230 -0.452
O 2.5558 9.4473 4.8080 0.1766 0.0421 -0.1335 0.056
O 4.2356 10.5531 4.0128 -0.1975 -0.1432 0.0093 0.074
H 2.4134 8.2923 2.7174 -0.0026 0.0072 0.0404 0.073
H 3.0695 9.7182 1.8534 0.0961 0.0497 0.0175 0.101
H 4.1797 8.4699 2.4848 0.0512 0.0834 -0.0332 0.099
C -5.4265 -7.1751 -4.0837 -0.0359 0.0821 0.0231 0.050
N -4.0551 -7.7319 -3.9297 0.0242 0.0126 0.0206 -0.432
O -3.3356 -7.2068 -3.0947 -0.0054 -0.2634 -0.2019 0.032
O -3.7430 -8.6641 -4.6376 -0.0023 0.1952 0.1599 0.083
H -5.5378 -6.3555 -3.3874 0.0568 0.0057 0.0146 0.073
H -5.5307 -6.8362 -5.1097 -0.0031 -0.0939 -0.0404 0.108
H -6.1320 -7.9705 -3.8686 0.0001 -0.0325 -0.0605 0.102
C -7.6812 -4.9977 -0.5384 -0.0112 -0.1017 0.0881 0.052
N -7.8332 -5.3197 -1.9846 0.0101 -0.0463 -0.0902 -0.444
O -7.8851 -6.4940 -2.3038 -0.0051 0.2418 0.0596 0.050
O -7.8827 -4.3824 -2.7551 0.0284 -0.1840 0.1066 0.067
H -7.6483 -5.9264 0.0179 -0.0110 -0.0323 -0.0480 0.095
H -6.7575 -4.4371 -0.4283 -0.0179 0.0574 -0.0409 0.097
H -8.5355 -4.3935 -0.2498 0.0257 0.0688 -0.0365 0.101
```
Positions in Å, forces in eV/Å.

Spin multiplicity: 1
Charge: +1
M in g mol⁻¹: 541.6
Orbital gap in eV: 10.04
E in eV: -66793.955
Highest occupied orbital energy in eV: -12.529

***

One molecule with the formula C17H23N3O3, computed with the ωB97M-V functional and the def2-TZVPD basis.

```
46
Properties=species:S:1:pos:R:3:forces:R:3:lowdin_charge:R:1
C 5.1646 -1.6598 3.5375 -0.2160 -0.0212 0.0474 -0.104
C 3.8670 -1.1932 4.1871 0.1574 0.1575 0.0530 -0.262
C 3.7196 0.3287 4.2134 -0.0870 -0.1913 -0.2310 -0.198
C 3.6838 0.9602 2.8200 0.2297 0.0912 0.2027 -0.178
N 2.5966 0.4399 2.0239 -0.0776 0.2690 0.4273 0.074
C 2.7938 -0.2985 0.9227 -0.5729 -0.1198 -0.1809 -0.471
O 3.8803 -0.5740 0.4612 0.3191 -0.1955 -0.2382 0.064
C 1.4869 -0.8010 0.2767 0.2891 -0.2216 0.0609 -0.006
N 0.6254 0.2678 -0.1785 0.0987 -0.1179 0.2260 0.077
C -0.1608 1.0548 0.6653 -0.0208 0.0914 -0.0321 -0.488
O -0.1995 0.9684 1.8709 -0.0870 -0.1378 0.4176 0.082
N -0.8387 1.9153 -0.1210 -0.1854 0.2653 -0.0865 0.140
C -0.5951 1.7093 -1.5242 -0.1546 0.1593 -0.5658 -0.201
C -1.8485 1.3134 -2.3150 0.2485 -0.1978 0.2643 -0.116
C -2.5036 0.0392 -1.7693 -0.0415 0.2236 -0.1714 -0.146
C -3.7491 -0.2724 -2.5516 0.0613 -0.0948 0.1191 -0.243
C -3.6649 -0.9647 -3.7529 -0.0155 0.0123 0.0344 -0.042
C -4.8019 -1.2238 -4.4965 -0.0039 -0.0281 -0.0880 -0.083
C -6.0385 -0.7908 -4.0482 -0.0892 -0.0137 -0.0490 -0.095
C -6.1316 -0.0988 -2.8532 -0.0919 0.0406 -0.0029 -0.086
C -4.9925 0.1599 -2.1111 0.0301 -0.0103 0.0008 -0.047
C 0.4283 0.5746 -1.4999 -0.1470 0.3208 -0.0988 -0.389
O 0.9380 0.0309 -2.4411 0.0088 -0.0502 -0.2004 0.129
H 6.0202 -1.1700 3.9980 0.1522 0.0333 0.0385 0.075
H 5.1663 -1.4420 2.4730 0.0800 0.0162 -0.1158 0.054
H 5.2785 -2.7343 3.6604 0.0866 -0.0980 -0.0209 0.070
H 3.8274 -1.5566 5.2170 -0.0936 -0.0370 -0.0242 0.102
H 3.0207 -1.6291 3.6518 -0.0691 -0.0434 0.0771 0.099
H 2.7973 0.5870 4.7402 0.0170 0.0848 0.0794 0.107
H 4.5547 0.7663 4.7636 0.0000 0.0629 0.0798 0.110
H 3.5692 2.0456 2.9158 0.0940 -0.0837 -0.0514 0.120
H 4.6065 0.7502 2.2772 -0.0733 0.1122 0.0391 0.114
H 1.6523 0.5943 2.3594 0.0145 -0.0903 -0.1975 0.109
H 1.7483 -1.3994 -0.5990 -0.0293 0.0975 0.1793 0.135
H 0.9408 -1.4100 1.0039 0.0285 0.0330 -0.0981 0.141
H -1.5121 2.5669 0.2425 0.0835 -0.0808 0.1334 0.165
H -0.1445 2.5998 -1.9815 0.0522 -0.1895 0.0434 0.163
H -2.5665 2.1362 -2.2864 0.0204 0.0346 -0.0607 0.124
H -1.5527 1.1528 -3.3524 -0.0267 0.0750 -0.0384 0.127
H -1.7975 -0.7894 -1.8546 -0.0012 -0.0427 0.0584 0.122
H -2.7518 0.1752 -0.7141 0.0264 -0.0617 -0.0074 0.118
H -2.7010 -1.3058 -4.1026 0.1223 -0.0512 -0.0412 0.117
H -4.7237 -1.7659 -5.4274 0.0058 -0.0483 -0.0744 0.102
H -6.9269 -0.9942 -4.6273 -0.0696 -0.0204 -0.0443 0.100
H -7.0936 0.2395 -2.4970 -0.0773 0.0214 0.0267 0.101
H -5.0714 0.6976 -1.1764 0.0043 0.0454 0.1110 0.111
```
Positions in Å, forces in eV/Å.

Spin multiplicity: 1
SMILES: CCCCNC(=O)CN1C(=O)N[C@H](CCc2ccccc2)C1=O
M in g mol⁻¹: 317.4
Orbital gap in eV: 9.89
E in eV: -28617.552
Energy above the lowest of the compared OMol25 structures with the same formula, charge and spin in kcal per mole: 0.0
Highest occupied orbital energy in eV: -9.356

***

C40H66NO2P2SbSe4Si2Ti as an isolated structure at a distorted geometry, computed with the ωB97M-V functional and the def2-TZVPD basis.

```
119
Properties=species:S:1:pos:R:3:forces:R:3:lowdin_charge:R:1
Ti 0.2306 -0.5302 -0.8658 -0.6809 -0.0953 -3.3162 0.170
C -0.5541 -2.3640 2.4585 0.7689 1.0087 0.0911 -0.131
Si -0.9606 -0.5253 2.0618 1.8179 -1.1234 -0.8025 0.562
C 0.4421 0.5794 2.5926 -1.2672 2.3869 0.3833 -0.234
C 0.0410 1.5291 3.5833 1.7219 0.9460 1.8227 -0.074
C 1.0028 2.3982 4.2462 -0.3455 -0.7534 -1.8180 -0.052
C 2.3412 2.3421 3.8058 -0.5783 0.4869 1.2953 -0.092
C 2.6616 1.5121 2.7755 0.1948 -0.4061 -1.2986 -0.118
C 1.7061 0.7880 2.0237 1.5751 -1.0441 1.0737 -0.326
P 2.2448 -0.0188 0.4476 0.7541 0.2853 0.3238 1.051
C 3.4227 1.2067 -0.4853 -1.5417 -0.9061 -1.1782 -0.401
C 3.1213 2.6928 -0.2072 -0.4751 -0.4409 -1.0105 -0.211
C 3.6514 3.5990 -1.3575 0.4821 -1.1421 1.1720 -0.183
C 5.1690 3.2668 -1.3682 0.0542 3.4223 1.7327 -0.232
C 5.5544 1.8489 -1.6293 1.4130 -0.3374 0.8958 -0.193
C 4.8967 0.8866 -0.5857 0.2738 -0.8145 -1.3859 -0.196
C 2.9823 -1.6423 0.9638 2.0544 -1.2660 1.0176 -0.404
C 4.3259 -1.7219 1.8774 0.0704 0.0198 -1.7389 -0.146
C 4.6665 -3.1942 2.2907 -0.3671 0.2974 0.6977 -0.206
C 3.7575 -4.1926 1.5961 1.9028 -1.9524 -0.4689 -0.227
C 3.7049 -4.0057 0.0621 -1.4064 0.1884 1.2742 -0.159
C 3.2871 -2.5627 -0.2285 -0.3159 1.7241 -2.3165 -0.238
C -2.6618 -0.2927 2.7333 -1.2076 1.1042 -0.8617 -0.213
C -3.0990 -0.3958 4.0613 -1.1581 -0.1848 -0.8820 -0.061
C -4.4512 -0.1865 4.3728 1.1989 -0.6493 -0.2872 -0.049
C -5.4241 0.0669 3.3913 0.7152 -0.2686 1.4028 -0.068
C -5.0385 0.0081 2.0852 1.4049 1.6211 -1.6903 -0.059
C -3.6236 -0.0257 1.7084 -2.0729 -0.7450 3.0827 -0.254
P -3.0316 0.1950 0.0873 4.1641 -1.1505 -1.3769 1.140
C -3.1873 1.8690 -0.5783 -0.5766 1.3260 -1.0346 -0.319
C -2.2020 3.0710 -0.2353 -0.5439 0.0591 2.1797 -0.114
C -3.0069 4.4312 0.1245 1.7287 -0.3596 -1.0183 -0.174
C -3.9744 4.7230 -1.0121 -1.9559 0.6356 0.2122 -0.199
C -4.9818 3.5359 -1.2050 -1.6420 3.1025 -0.3313 -0.202
C -4.6480 2.3761 -0.3846 -0.0873 -2.6102 -0.0967 -0.249
C -3.3215 -1.2627 -1.0327 -1.1108 -0.5917 -0.9467 -0.310
C -4.4362 -1.0048 -2.1109 -0.8441 -0.8020 1.0680 -0.135
C -5.9259 -1.1995 -1.5495 1.0320 -0.6858 -1.9556 -0.197
C -6.1931 -2.6826 -1.2227 -0.7301 1.5493 1.1494 -0.198
C -5.1462 -2.9853 -0.1277 -0.0807 -0.5941 1.5335 -0.187
C -3.6152 -2.6628 -0.3574 -2.1118 1.9236 1.7189 -0.136
H -0.3344 -2.8636 1.5359 0.2168 -0.3413 -0.7752 0.007
H -1.3881 -2.8852 2.8930 -0.4439 -0.1458 0.3947 0.019
H 0.3550 -2.4871 3.1026 -0.8092 0.3132 -0.4076 0.052
H -0.9913 1.6412 3.9544 0.4596 -0.4733 -0.3297 0.090
H 0.7213 3.1592 4.9727 -0.2441 -0.3783 -0.1025 0.094
H 3.1856 2.9378 4.2147 -1.0199 -0.3461 0.0891 0.120
H 3.7241 1.4800 2.5320 -0.3339 -0.0607 -0.5391 0.109
H 2.9232 1.0161 -1.4749 0.6792 0.1686 0.4291 0.071
H 3.5973 2.9175 0.7251 0.0712 0.6626 0.7357 0.079
H 2.0440 2.7634 -0.1528 -0.4565 0.3148 0.3637 0.093
H 3.3885 4.6795 -1.2269 0.5719 -0.8688 0.2296 0.126
H 3.1971 3.3087 -2.2813 -0.3745 -0.2812 -0.7120 -0.009
H 5.4457 3.5454 -0.2900 0.2511 -0.2993 -1.1957 0.117
H 5.6557 4.0510 -1.9974 0.0573 -0.9972 0.1525 0.116
H 6.6849 1.7005 -1.6055 -1.2651 0.3382 0.1939 0.127
H 5.2990 1.6846 -2.6544 -0.6435 -0.9070 -0.6282 0.089
H 5.3250 0.9305 0.4050 0.5786 0.4818 0.3225 0.092
H 5.1092 -0.1606 -0.9277 -0.4730 0.7465 0.2456 0.104
H 2.1426 -2.0655 1.5778 0.6310 0.2746 -0.4140 0.091
H 4.0778 -1.0407 2.6717 0.6578 0.0620 0.8689 0.071
H 5.2819 -1.4166 1.3350 -1.6753 0.4407 0.3571 0.119
H 4.5744 -3.2796 3.3883 -0.1425 -0.1496 -0.3348 0.103
H 5.7024 -3.5083 2.0937 -0.1153 0.6647 -0.2110 0.104
H 2.8084 -4.1311 2.0483 -1.4103 -0.1565 0.3263 0.079
H 4.1856 -5.2365 1.7852 -0.7919 1.1776 -0.0067 0.128
H 2.8223 -4.5594 -0.3542 1.5220 -0.2985 0.4380 0.084
H 4.6702 -4.3374 -0.3314 -0.3286 0.2430 -0.3893 0.116
H 2.3816 -2.5939 -0.8681 0.4049 -0.0125 0.4129 0.039
H 4.0079 -1.9962 -0.8939 -0.4050 -0.7452 0.7571 0.119
H -2.4005 -0.7339 4.8064 0.0965 0.1774 0.3574 0.111
H -4.7069 -0.3682 5.3957 -0.4386 0.3691 0.4791 0.100
H -6.4251 0.3259 3.7435 0.1436 -0.3753 -0.5401 0.118
H -5.7876 0.2735 1.3370 0.2743 -0.3684 -0.0262 0.096
H -3.0335 1.7306 -1.6543 0.0025 -0.4045 -0.0928 0.115
H -1.5646 3.2086 -1.0908 0.2952 0.1220 -0.3399 0.076
H -1.5572 2.7853 0.6307 -0.2852 0.2857 -0.5910 0.104
H -2.2734 5.3216 0.1070 -0.8804 -1.6056 0.6075 0.138
H -3.5486 4.3313 1.1057 0.6937 0.3027 -0.8793 0.113
H -3.5607 5.0169 -1.9820 0.6101 -0.2752 0.3902 0.117
H -4.6023 5.6086 -0.6961 0.7143 -0.7192 -0.3703 0.112
H -5.1498 3.2564 -2.2268 0.4729 -0.1134 -0.7677 0.107
H -6.0010 4.0165 -0.9445 1.2607 -1.3111 0.0475 0.137
H -5.3599 1.5546 -0.6229 0.2172 0.3241 0.2781 0.107
H -4.7475 2.6229 0.6360 -0.3303 0.0680 1.3982 0.090
H -2.4290 -1.5777 -1.6199 0.4489 1.4691 0.5949 0.092
H -4.2167 -1.8313 -2.8176 -0.5509 0.4575 0.0821 0.128
H -4.3690 -0.0856 -2.6987 0.3704 0.0371 0.3643 0.110
H -6.5784 -0.8223 -2.3331 -0.2199 -0.0803 -0.1477 0.102
H -6.2311 -0.6681 -0.6564 0.5811 0.5296 0.3112 0.072
H -6.2259 -3.3738 -2.0615 0.5692 0.1336 -0.2020 0.106
H -7.2642 -2.6674 -0.8372 1.3184 -0.5099 0.0248 0.122
H -5.1568 -4.0401 0.1146 -0.0126 -0.5416 -0.1234 0.092
H -5.4808 -2.5723 0.8882 0.3576 0.0923 -1.4951 0.115
H -3.1629 -3.4291 -0.9154 0.6474 -0.7701 -1.1359 0.096
H -3.1639 -2.7487 0.6471 0.0632 0.2105 -0.3528 0.105
O -1.3016 -0.0313 0.4224 -3.4592 0.0841 1.3022 -0.492
N -0.0371 -2.1669 -1.4444 0.6110 -0.4786 -0.2939 -0.328
Se 0.1275 0.6101 -6.6532 -0.1187 -0.3193 0.1043 -0.311
Sb 0.6416 2.3076 -5.0143 0.1298 0.6214 -1.4545 -0.445
Se 0.1600 1.0808 -2.7848 -0.3711 -0.6517 2.0676 0.010
Se 2.9926 2.8912 -4.9917 0.1729 -0.0953 0.2955 -0.233
Se -0.7825 4.2793 -5.3062 -0.1035 -0.2228 0.5914 -0.365
O 9.4192 5.9660 5.6859 -1.0203 -0.9121 1.4203 -0.102
H 9.7484 5.3278 6.3717 -0.3516 0.8977 -1.0134 0.050
H 8.4475 6.0079 5.8900 1.3754 0.0162 -0.4057 0.052
C 1.9602 -2.2385 -3.6976 1.7986 -1.6787 2.4055 -0.190
Si 0.4983 -3.0792 -2.8833 -1.5901 0.3833 -0.4048 0.349
C 1.0495 -4.8624 -2.3560 -2.6006 -0.0621 -0.0137 -0.195
C -0.8692 -3.0767 -4.3222 -0.7719 -0.2427 0.7418 -0.196
H 2.2652 -1.5689 -2.8213 0.4012 -0.7406 -1.3903 0.008
H 1.7227 -1.6154 -4.4985 -0.4691 1.0587 -1.4339 -0.024
H 2.7802 -3.0192 -4.0000 -1.2676 1.6185 0.6582 0.067
H 1.3128 -4.8515 -1.2845 -0.4791 -0.3231 -0.4893 -0.015
H 1.8936 -5.1513 -2.9196 1.1358 -0.3303 -0.6452 -0.014
H 0.2147 -5.6327 -2.6249 1.3485 1.2678 0.8675 0.050
H -1.9123 -3.4767 -4.1725 1.0439 -0.5078 0.2815 0.005
H -0.4737 -3.4956 -5.2603 -0.0360 -0.0108 0.3186 0.017
H -1.1831 -2.0623 -4.5717 0.8061 0.5331 0.0373 -0.007
```
Positions in Å, forces in eV/Å.

Spin multiplicity: 2
Charge: -1
M in g mol⁻¹: 1196.6
Orbital gap (spin up / spin down) in eV: 3.16 / 3.16
⟨S²⟩: 0.7599
E in eV: -373508.865
Energy above the lowest of the compared OMol25 structures with the same formula, charge and spin in kcal per mole: 93.3
Highest occupied orbital energy (spin up / spin down) in eV: -2.773 / -2.774

***

The highest E belongs to which entry?
C17H23N3O3

***

Among the records above, which one has the highest spin multiplicity?
C40H66NO2P2SbSe4Si2Ti

***

M of number 2 (C17H23N3O3)?
317.4 g mol⁻¹

***

Which value of M does entry 3 give?
1196.6 g mol⁻¹